No. 1
This record from the OMol25 dataset describes C36H46BN9SbTi as an isolated structure at a distorted geometry. The level of theory is ωB97M-V with the def2-TZVPD basis set.

The geometry in XYZ format:
```
94
Properties=species:S:1:pos:R:3:mulliken_charge:R:1
Ti -0.01 0.03 0.05 -1.8578
C 2.86 2.25 -0.32 -1.2526
C 1.66 2.81 0.38 -0.1447
C 1.79 4.12 0.85 -0.4279
C 0.78 4.72 1.57 -1.2516
C -0.36 3.98 1.84 -0.7669
C -0.45 2.69 1.38 -0.0552
N 0.53 2.10 0.64 1.7450
Sb -2.25 1.69 2.01 1.1313
C -2.83 1.11 0.02 -0.7878
C -4.12 1.46 -0.27 -0.8181
C -4.65 1.11 -1.51 -1.1052
C -3.85 0.41 -2.38 -0.1119
C -2.54 0.08 -2.05 -0.3124
C -1.76 -0.63 -3.12 -1.3706
N -2.03 0.43 -0.84 2.1627
C -1.31 -0.16 2.66 -0.6861
C -1.78 -0.52 3.91 -0.8392
C -1.35 -1.72 4.46 -1.2810
C -0.46 -2.49 3.75 -0.6597
C 0.02 -2.08 2.50 0.0597
C 1.06 -2.95 1.86 -0.8087
N -0.43 -0.91 1.96 2.2287
H 3.36 3.05 -0.87 0.7205
H 2.65 1.45 -1.01 -0.0714
H 3.58 1.88 0.41 0.2865
H 2.70 4.65 0.63 0.5792
H 0.89 5.74 1.92 0.5272
H -1.17 4.41 2.43 0.6066
H -4.73 2.00 0.45 0.6165
H -5.67 1.37 -1.78 0.5204
H -4.22 0.11 -3.35 0.5590
H -0.78 -0.95 -2.84 -0.1100
H -2.33 -1.50 -3.45 0.5527
H -1.67 0.03 -3.99 0.4611
H -2.48 0.11 4.44 0.6486
H -1.70 -2.03 5.44 0.5213
H -0.10 -3.43 4.15 0.6087
H 1.01 -3.94 2.29 0.7383
H 2.05 -2.56 2.07 -0.1186
H 0.95 -3.04 0.78 -0.2208
C -3.12 -2.26 1.10 -1.1727
C -2.67 -3.12 -0.07 0.0198
C -3.74 -3.14 -1.18 -1.4781
C -1.28 -2.94 -0.67 -0.9818
C -0.74 -3.99 -1.40 -0.9217
C 0.48 -3.55 -1.88 -0.5236
N 0.68 -2.31 -1.46 0.1150
N -0.39 -1.89 -0.70 1.8117
B 1.92 -1.45 -1.75 -0.8366
N 1.46 -0.15 -2.43 0.1234
C 1.79 0.34 -3.61 -0.8607
C 1.14 1.55 -3.79 -0.3624
C 0.40 1.77 -2.64 -1.0515
N 0.59 0.70 -1.79 2.0201
C -0.42 3.01 -2.39 1.4856
C -1.54 3.16 -3.43 -1.4849
C 0.48 4.25 -2.47 -1.5718
N 2.59 -1.07 -0.41 0.0726
C 3.84 -1.33 -0.07 -0.6446
C 4.07 -0.81 1.19 -0.5921
C 2.88 -0.23 1.61 -1.8431
N 1.95 -0.39 0.60 2.3035
C 2.81 0.38 3.00 0.2616
C 2.83 -0.73 4.07 -1.5704
C 1.76 1.43 3.35 -1.0102
H -4.15 -2.54 1.35 0.6028
H -3.14 -1.20 0.84 0.1855
H -2.52 -2.42 1.99 0.0237
H -2.62 -4.15 0.31 0.8522
H -3.96 -2.12 -1.51 0.2726
H -4.66 -3.57 -0.78 0.4935
H -3.43 -3.73 -2.04 0.4104
H -1.19 -4.96 -1.56 0.7240
H 1.22 -4.05 -2.49 0.5762
H 2.68 -2.04 -2.44 -0.0076
H 2.47 -0.19 -4.26 0.6207
H 1.22 2.21 -4.64 0.6743
H -0.86 2.95 -1.40 -0.3429
H -1.11 3.28 -4.43 0.3742
H -2.11 4.07 -3.22 0.4563
H -2.22 2.32 -3.45 0.2660
H 0.83 4.39 -3.50 0.4282
H 1.35 4.20 -1.83 0.2882
H -0.09 5.14 -2.20 0.4453
H 4.50 -1.86 -0.74 0.6161
H 4.99 -0.84 1.75 0.6896
H 3.78 0.89 3.08 0.8473
H 1.84 -1.18 4.19 0.2689
H 3.11 -0.29 5.03 0.5284
H 3.55 -1.52 3.84 0.3921
H 0.75 1.05 3.25 0.1203
H 1.86 2.35 2.77 0.0885
H 1.90 1.71 4.40 0.5820
```

calculated total energy: -3006.05109 Eh
relative energy (zero: lowest compared OMol25 entry of this formula, charge and spin): 42.5 kJ/mol
net charge: +3
HOMO-LUMO gap: 6.64 eV

***

No. 2
This record from the OMol25 dataset describes C36H47As2BrN5O12S2Y as an isolated structure at a distorted geometry. The level of theory is ωB97M-V with the def2-TZVPD basis set.

The geometry in XYZ format:
```
106
Properties=species:S:1:pos:R:3:mulliken_charge:R:1
Y -0.18 0.34 0.35 -0.1362
O 4.00 1.31 0.33 -0.8351
C 4.31 1.37 -0.98 0.5357
C 5.46 2.07 -1.37 -0.7332
C 5.82 2.14 -2.69 -0.4818
C 5.04 1.53 -3.67 -1.0554
C 3.90 0.85 -3.29 -0.1906
C 3.53 0.75 -1.96 -0.4480
C 2.30 -0.04 -1.56 1.3145
O 1.73 0.34 -0.38 -0.0942
N 2.71 -1.48 -1.47 -0.2834
N 2.04 -2.14 -0.55 0.2675
C 2.51 -3.14 0.10 -0.7192
C 1.78 -3.62 1.23 0.3066
Br 0.62 -2.17 1.96 -0.1314
C 1.88 -4.78 1.89 -0.7302
C 2.64 -5.94 1.44 0.7342
C 3.14 -6.84 2.39 -0.6059
C 3.87 -7.94 2.01 -0.5039
C 4.11 -8.19 0.66 -0.4389
C 3.59 -7.33 -0.29 -0.7163
C 2.86 -6.22 0.09 -0.3263
H 3.08 0.92 0.37 0.1704
H 6.06 2.53 -0.59 0.4943
H 6.71 2.68 -2.98 0.4314
H 5.33 1.58 -4.70 0.4467
H 3.28 0.37 -4.04 0.4697
H 1.56 0.00 -2.39 -0.3343
H 3.71 -1.67 -1.54 0.5664
H 3.50 -3.55 -0.10 0.6233
H 1.37 -4.88 2.83 0.3893
H 2.96 -6.65 3.44 0.3817
H 4.26 -8.62 2.76 0.3804
H 4.69 -9.05 0.36 0.3829
H 3.74 -7.54 -1.34 0.3936
H 2.44 -5.57 -0.66 0.5222
O -2.18 -0.86 1.69 -0.3713
As -1.51 0.15 3.10 0.2533
O -2.70 1.51 2.63 -0.5088
O -0.09 0.61 2.44 -0.4981
C -2.38 2.80 2.76 0.1338
C -2.45 3.43 4.01 -0.4475
C -2.21 4.79 4.12 -0.5660
C -1.92 5.54 2.99 -0.6726
C -1.82 4.91 1.76 -1.1101
C -2.03 3.55 1.65 0.0845
S -1.45 2.76 0.16 2.3315
O -0.03 2.52 0.49 -0.6127
O -1.64 3.66 -0.95 -0.7148
O -2.08 1.43 -0.04 -0.5467
H -3.11 -0.61 1.61 0.2162
H -2.67 2.81 4.87 0.4740
H -2.25 5.25 5.09 0.3893
H -1.75 6.60 3.07 0.4017
H -1.56 5.45 0.86 0.5579
C -2.37 -3.82 0.53 -1.2554
C -1.42 -3.59 -0.63 -0.6079
As -1.15 -1.66 -1.16 1.1017
C -3.07 -1.27 -1.53 -0.6390
C -3.74 -1.98 -2.69 -1.6105
C -0.40 -2.04 -3.00 0.1102
C -0.69 -3.37 -3.70 -1.6562
H -2.38 -4.87 0.80 0.4610
H -3.39 -3.54 0.26 0.2883
H -2.07 -3.25 1.41 0.1172
H -1.81 -4.11 -1.51 0.5691
H -0.43 -4.00 -0.39 0.2801
H -3.15 -0.18 -1.64 0.5647
H -3.59 -1.51 -0.60 0.6348
H -3.28 -1.71 -3.64 0.2888
H -4.79 -1.70 -2.75 0.4468
H -3.70 -3.06 -2.56 0.3097
H 0.68 -1.96 -2.87 0.1504
H -0.70 -1.22 -3.65 0.3472
H -0.34 -4.22 -3.12 0.2881
H -0.16 -3.39 -4.66 0.4522
H -1.75 -3.50 -3.90 0.3078
C 2.92 8.43 -3.51 -1.4052
C 2.01 7.25 -3.23 -0.1978
S 1.05 6.96 -4.75 1.1981
O 1.95 6.47 -5.76 -0.6481
O 0.29 8.14 -5.05 -0.6986
C -0.12 5.60 -4.34 -0.4599
C 0.62 4.28 -4.57 -1.4409
N 0.04 3.16 -3.86 0.5704
C 0.44 2.68 -2.66 0.1658
N -0.24 1.59 -2.31 1.5792
C -1.14 1.39 -3.28 -0.9910
C -1.00 2.35 -4.27 -0.8006
N -1.70 2.44 -5.48 1.1276
O -2.53 1.58 -5.70 -0.6774
O -1.43 3.35 -6.24 -0.6812
C 1.50 3.34 -1.86 -1.8033
H 3.54 8.67 -2.64 0.3994
H 2.32 9.30 -3.77 0.3647
H 3.57 8.20 -4.35 0.3592
H 1.30 7.47 -2.44 0.4211
H 2.57 6.35 -3.02 0.1863
H -0.98 5.71 -5.00 0.4424
H -0.43 5.73 -3.31 0.3059
H 1.66 4.38 -4.25 0.6208
H 0.62 4.07 -5.64 0.4502
H -1.87 0.60 -3.25 0.9163
H 2.45 3.36 -2.38 0.4774
H 1.60 2.81 -0.92 -0.0101
H 1.19 4.36 -1.64 0.4402
```

calculated total energy: -10456.99370 Eh
relative energy (zero: lowest compared OMol25 entry of this formula, charge and spin): 185.5 kJ/mol
net charge: 0
HOMO-LUMO gap: 7.78 eV

***

No. 3
This record from the OMol25 dataset describes C36H48AsIrNO6PSi3 as an isolated structure at a distorted geometry. The level of theory is ωB97M-V with the def2-TZVPD basis set.

The geometry in XYZ format:
```
97
Properties=species:S:1:pos:R:3:lowdin_spin:R:1
Ir 0.04 -0.18 0.05 1.3479
O -1.07 -0.49 2.95 0.0270
N 0.16 -0.23 2.20 0.2969
C 1.20 -0.40 3.05 0.2604
C 2.57 -0.15 2.86 0.0665
C 3.34 -0.11 4.06 0.0706
C 4.68 0.15 4.07 0.0182
C 5.36 0.37 2.86 0.1070
C 4.66 0.30 1.68 0.0117
C 3.29 0.04 1.65 0.1298
P 2.55 -0.17 0.02 0.1634
C 3.08 1.23 -0.97 0.0152
C 3.14 1.11 -2.36 0.0081
C 3.45 2.21 -3.13 -0.0004
C 3.68 3.44 -2.53 0.0099
C 3.59 3.57 -1.16 -0.0002
C 3.28 2.47 -0.37 0.0119
C 3.49 -1.60 -0.61 0.0293
C 4.68 -1.46 -1.32 0.0116
C 5.38 -2.58 -1.74 0.0013
C 4.89 -3.86 -1.45 0.0078
C 3.72 -4.00 -0.73 0.0001
C 3.03 -2.88 -0.31 0.0103
H -1.81 -0.34 2.36 0.0009
H 0.87 -0.69 4.04 0.0167
H 2.82 -0.27 5.00 0.0015
H 5.22 0.19 5.01 -0.0013
H 6.42 0.57 2.85 0.0070
H 5.19 0.44 0.76 -0.0009
H 2.96 0.15 -2.83 0.0005
H 3.51 2.11 -4.21 -0.0002
H 3.92 4.30 -3.14 0.0006
H 3.76 4.53 -0.69 -0.0002
H 3.20 2.58 0.70 0.0019
H 5.07 -0.48 -1.56 0.0007
H 6.30 -2.46 -2.29 0.0001
H 5.44 -4.73 -1.79 0.0005
H 3.33 -4.99 -0.49 0.0002
H 2.12 -3.01 0.29 0.0019
O -0.01 0.07 -3.14 -0.0011
C 0.00 -0.17 -2.04 0.0318
O 0.11 1.59 0.07 1.0920
C -3.28 -1.50 -3.01 -0.0003
Si -3.76 0.09 -2.14 0.0132
C -5.61 0.28 -2.27 0.0068
C -3.02 1.60 -2.98 -0.0003
As -2.80 -0.01 0.05 0.1225
Si -4.10 -1.77 1.10 0.0223
C -3.99 -1.67 2.97 0.0006
C -5.91 -1.77 0.62 0.0111
C -3.34 -3.41 0.58 0.0014
Si -3.65 2.01 1.06 0.0175
C -5.44 2.34 0.63 0.0100
C -2.61 3.44 0.45 0.0020
C -3.48 1.94 2.93 0.0002
H -3.62 -1.44 -4.04 0.0000
H -3.76 -2.36 -2.55 0.0000
H -2.21 -1.69 -3.01 0.0001
H -5.83 0.32 -3.34 0.0010
H -5.99 1.19 -1.83 0.0000
H -6.18 -0.55 -1.85 0.0000
H -3.36 1.63 -4.01 0.0000
H -1.94 1.61 -2.99 0.0001
H -3.34 2.52 -2.50 0.0001
H -4.51 -0.81 3.38 0.0002
H -2.97 -1.68 3.36 0.0000
H -4.49 -2.56 3.35 0.0001
H -6.41 -0.82 0.80 0.0003
H -6.40 -2.53 1.22 0.0017
H -6.05 -2.03 -0.42 0.0000
H -2.29 -3.47 0.92 0.0009
H -3.35 -3.57 -0.50 0.0000
H -3.89 -4.22 1.05 -0.0001
H -5.56 2.59 -0.42 0.0000
H -5.76 3.21 1.21 0.0015
H -6.11 1.52 0.87 0.0002
H -2.66 3.57 -0.63 0.0001
H -1.57 3.32 0.71 0.0007
H -2.98 4.35 0.91 0.0003
H -4.13 1.21 3.40 0.0001
H -3.76 2.92 3.31 0.0001
H -2.46 1.74 3.27 0.0000
O 0.33 -3.91 1.84 0.2183
C 0.26 -4.82 0.95 0.1434
C 0.41 -6.17 1.34 0.1176
C 0.37 -7.15 0.40 0.0117
C 0.18 -6.79 -0.98 0.2819
C 0.03 -5.46 -1.39 0.0197
C 0.05 -4.45 -0.45 0.1429
C -0.10 -3.08 -0.87 0.0183
O -0.20 -2.72 -2.03 0.0381
O -0.07 -2.23 0.16 0.0239
H 0.23 -3.00 1.38 0.0021
H 0.56 -6.39 2.39 0.0028
H 0.48 -8.18 0.68 -0.0028
H 0.15 -7.56 -1.73 0.0130
H -0.12 -5.19 -2.42 -0.0021
```

2S+1: 6
calculated total energy: -5456.46890 Eh
relative energy (zero: lowest compared OMol25 entry of this formula, charge and spin): 58.4 kJ/mol
net charge: +1
HOMO-LUMO gap (alpha / beta): 3.81 / 3.37 eV

***

No. 4
This record from the OMol25 dataset describes C36H48Cl2N7RuS2SbTe as an isolated structure at a distorted geometry. The level of theory is ωB97M-V with the def2-TZVPD basis set.

The geometry in XYZ format:
```
98
Properties=species:S:1:pos:R:3:lowdin_spin:R:1
Ru 11.54 16.07 13.41 3.6418
Cl 12.05 11.33 16.35 0.0055
C 10.48 11.68 17.03 0.0023
Cl 9.46 12.48 15.90 0.0059
H 10.66 12.35 17.97 0.0010
H 10.01 10.71 17.31 0.0001
C 8.81 18.66 16.57 0.0013
N 8.76 19.14 15.20 0.0142
C 7.70 20.12 15.00 0.0021
C 9.47 18.44 14.29 0.0176
N 10.58 17.78 14.55 0.1226
N 8.87 18.47 13.02 0.0046
C 9.41 18.11 11.84 0.0125
N 8.74 18.52 10.79 0.0065
N 10.54 17.40 11.75 0.1330
H 7.83 18.45 16.93 0.0003
H 9.27 19.37 17.21 0.0001
H 9.40 17.76 16.58 0.0003
H 7.65 20.73 15.95 0.0002
H 6.79 19.55 14.87 0.0006
H 7.99 20.75 14.15 0.0002
H 10.97 17.81 15.51 0.0033
H 7.97 18.92 13.02 0.0001
H 8.10 19.31 10.93 0.0008
H 9.05 18.37 9.85 0.0002
H 10.86 17.21 10.82 0.0040
S 9.77 14.49 13.08 0.2924
Sb 10.16 12.88 11.56 0.0488
C 9.28 13.56 9.73 0.0085
C 8.78 14.88 9.76 0.0043
C 8.24 15.50 8.61 0.0004
C 8.17 14.79 7.47 0.0000
C 8.70 13.50 7.39 0.0007
C 9.23 12.83 8.47 0.0011
C 12.11 12.34 11.13 0.0024
C 12.80 11.42 11.87 0.0001
C 14.13 11.24 11.59 0.0002
C 14.79 11.98 10.64 -0.0001
C 14.07 12.96 9.86 0.0009
C 12.71 13.13 10.19 0.0007
C 9.24 11.04 11.98 0.0127
C 9.48 9.88 11.28 0.0021
C 8.74 8.75 11.53 0.0010
C 7.71 8.78 12.49 -0.0003
C 7.37 9.99 13.03 0.0004
C 8.13 11.14 12.79 0.0029
H 8.79 15.30 10.75 0.0038
H 7.84 16.52 8.70 0.0001
H 7.67 15.24 6.61 0.0000
H 8.67 12.97 6.44 0.0001
H 9.63 11.80 8.37 0.0001
H 12.34 10.89 12.71 0.0000
H 14.68 10.49 12.17 0.0000
H 15.85 11.76 10.40 0.0000
H 14.46 13.54 9.04 0.0001
H 12.15 13.89 9.60 -0.0001
H 10.22 9.82 10.56 0.0002
H 9.10 7.81 11.07 0.0001
H 7.20 7.83 12.69 0.0000
H 6.50 10.02 13.71 0.0001
H 7.80 12.04 13.29 0.0026
C 13.26 15.94 17.61 0.0283
Te 12.32 14.83 16.01 0.1502
C 14.24 13.98 15.81 0.0177
C 15.17 15.12 16.32 0.0016
C 16.50 15.23 15.95 0.0003
C 17.29 16.22 16.49 0.0002
C 16.71 17.17 17.28 0.0001
C 15.36 17.19 17.57 0.0006
C 14.61 16.10 17.14 0.0026
H 13.07 15.28 18.47 0.0050
H 12.81 16.91 17.77 0.0008
H 14.46 13.65 14.77 0.0002
H 14.21 13.14 16.52 0.0039
H 16.93 14.41 15.36 0.0000
H 18.34 16.27 16.22 0.0000
H 17.37 17.99 17.70 0.0000
H 14.99 17.99 18.15 0.0000
C 15.78 18.70 13.89 0.0021
N 14.68 18.19 13.06 0.0121
C 13.57 19.05 13.09 0.0096
C 14.68 17.06 12.40 0.0585
S 13.30 16.02 11.91 0.2889
N 15.87 16.64 12.05 0.0200
C 16.87 17.61 11.54 0.0022
C 16.16 15.24 11.74 0.0114
H 16.23 19.67 13.47 0.0006
H 16.56 18.00 13.86 0.0001
H 15.45 18.90 14.92 0.0004
H 12.70 18.58 12.60 0.0057
H 13.77 20.06 12.70 0.0007
H 13.23 19.09 14.08 0.0007
H 16.54 18.63 11.51 0.0001
H 17.17 17.42 10.46 0.0004
H 17.78 17.60 12.11 0.0006
H 15.26 14.67 11.96 0.0054
H 16.97 14.90 12.38 0.0011
H 16.50 15.11 10.66 0.0002
```

2S+1: 6
calculated total energy: -4102.80520 Eh
relative energy (zero: lowest compared OMol25 entry of this formula, charge and spin): 0.0 kJ/mol
net charge: +3
HOMO-LUMO gap (alpha / beta): 8.26 / 5.86 eV